A structure of composition C38H45N7SSeV, computed with the ωB97M-V functional and the def2-TZVPD basis.

Properties
LUMO energy (spin up / spin down): -0.1231 / -0.1286 Eh
Gap between HOMO and LUMO (spin up / spin down): 0.2439 / 0.2436 Ha
Energy relative to the best compared isomer or geometry (same formula, charge and spin): 20.24 kcal/mol
Calculated total energy: -152434.4804 eV
Max |F|: 0.0248 Eh/bohr

The geometry in ORCA input format:
```
! RIJCOSX wB97M-V def2-TZVPD def2/J DEFGRID3
* xyz 1 3
Se 0.82 0.02 -1.07
V 1.90 -1.19 0.70
S 1.51 -3.36 -0.26
N 0.27 -1.58 2.12
N 4.03 -4.27 -0.46
N 3.59 0.37 1.52
N 3.64 -1.92 -0.44
N 2.79 -1.87 2.47
N -2.49 2.46 -2.24
N -3.65 0.66 -2.19
C -2.53 1.23 -1.67
C -5.76 2.39 -4.72
C -1.35 0.11 1.47
C -1.01 -1.22 2.06
C 4.95 -1.71 -0.57
C 4.76 -2.49 3.59
C -1.41 3.40 -2.00
C 4.54 -0.35 2.17
C -1.66 -3.26 3.15
C -3.82 4.07 0.26
C -4.29 1.49 -3.09
C -5.33 -0.64 0.32
C -5.04 0.79 0.74
C 1.79 -0.51 -2.68
C 5.84 0.08 2.32
C 3.92 1.57 1.05
C -5.38 -0.87 -1.19
C 3.23 -3.22 -0.42
C 5.22 2.06 1.15
C 4.07 -3.59 4.09
C 2.71 -3.77 3.85
C 2.86 2.43 0.43
C -3.89 3.72 -3.95
C 6.23 -5.24 -0.61
C -4.05 -0.71 -1.91
C -0.31 -3.58 3.29
C -5.01 3.57 -4.74
C 5.34 -4.04 -0.59
C 6.19 1.31 1.78
C 4.06 -1.62 2.75
C 0.62 -2.71 2.78
C -2.32 4.35 0.20
C 5.85 -2.74 -0.67
C 2.08 -2.85 3.02
C -2.00 -2.06 2.56
C -3.54 2.66 -3.13
C -5.42 1.33 -3.89
C -1.82 4.64 -1.22
H -5.99 0.42 -3.89
H 5.78 -6.03 -1.20
H -4.14 3.83 1.28
H -6.28 -0.96 0.75
H 5.45 3.04 0.75
H 3.08 3.48 0.61
H 2.86 -0.34 -2.57
H -4.10 3.23 -0.38
H 7.20 1.68 1.87
H 5.79 -2.33 3.85
H -3.30 4.63 -3.99
H -4.39 4.94 -0.07
H 6.56 -0.53 2.84
H -0.01 -4.49 3.79
H -6.13 -0.20 -1.64
H -2.42 -3.93 3.52
H 6.90 -2.56 -0.81
H 1.62 -1.57 -2.85
H -4.07 -1.25 -2.87
H 7.22 -5.00 -1.01
H 6.35 -5.62 0.41
H -0.48 0.77 1.47
H -5.12 0.91 1.82
H -3.25 -1.15 -1.32
H -0.66 2.84 -1.44
H -1.77 3.50 0.61
H -4.57 -1.31 0.74
H 2.81 2.28 -0.65
H 2.18 -4.59 4.30
H -5.32 4.37 -5.40
H -5.74 -1.89 -1.38
H -3.04 -1.75 2.49
H 1.88 2.20 0.83
H -0.96 3.68 -2.96
H 5.27 -0.67 -0.60
H -2.14 0.58 2.06
H -1.70 0.04 0.43
H -0.94 5.30 -1.19
H -4.04 1.11 0.44
H -2.10 5.21 0.84
H 4.59 -4.29 4.73
H -2.59 5.20 -1.77
H 1.40 0.07 -3.51
H -5.75 1.49 0.28
H -6.64 2.30 -5.35
*
```

These are the Mulliken partial charges, in e, on atoms 1 to 6: 0.579 -0.410 -0.333 0.423 -0.611 0.255

=====

A structure of composition C38H46FN10O3Se2V, computed with the ωB97M-V functional and the def2-TZVPD basis.

Properties
LUMO energy (spin up / spin down): -0.0833 / -0.0847 Eh
Gap between HOMO and LUMO (spin up / spin down): 0.2395 / 0.2088 Ha
Energy relative to the best compared isomer or geometry (same formula, charge and spin): 5.41 kcal/mol
Calculated total energy: -220290.5651 eV
Max |F|: 0.0284 Eh/bohr

The geometry in ORCA input format:
```
! RIJCOSX wB97M-V def2-TZVPD def2/J DEFGRID3
* xyz 1 2
Se 2.81 -0.63 3.00
Se 3.43 1.40 3.97
V 0.35 0.36 1.52
F -4.66 2.98 -2.52
O 1.39 -0.51 0.18
O 2.58 -1.04 -1.63
O -0.73 1.08 -0.12
N -0.46 2.10 2.30
N -1.71 -1.60 0.88
N 0.11 -0.26 3.47
N -3.85 -1.91 -0.27
N -2.13 -3.63 -0.42
N 1.36 -2.87 2.17
N 2.17 2.13 1.52
N -0.91 4.53 2.34
N 0.40 1.45 -4.02
N -3.32 -3.26 1.68
C -3.22 -2.93 -1.11
C -1.79 2.35 -4.60
C -1.14 -2.65 0.00
C 4.30 3.18 1.88
C -4.37 -2.56 0.94
C 2.11 2.76 0.34
C 2.40 2.37 -5.17
C -0.68 3.23 2.32
C 1.84 -6.12 1.10
C 1.89 -3.71 1.59
C -2.70 -4.25 0.79
C 1.12 0.72 -3.17
C -2.58 2.10 -1.92
C -1.03 -0.27 4.19
C 2.44 -4.43 -0.70
C 3.26 2.34 2.27
C -1.34 2.42 -6.04
C 3.10 3.59 -0.14
C -0.33 5.37 3.39
C -1.83 5.13 1.38
C -3.42 2.60 -2.87
C -2.81 -0.96 0.14
C 0.13 2.81 -6.07
C -0.40 1.08 -1.33
C -3.04 2.73 -4.20
C 1.21 -0.75 4.06
C -1.12 -0.82 5.45
C 2.55 -4.79 0.79
C 0.79 0.49 -1.86
C 1.69 -0.43 -1.08
C -2.29 -2.28 2.05
C -0.89 1.86 -3.64
C 0.01 -1.36 6.03
C 4.21 3.81 0.65
C 1.21 -1.30 5.32
C -1.29 1.71 -2.31
C 4.02 -4.85 1.23
C 1.00 1.80 -5.35
H 3.06 -5.12 -1.27
H 3.11 1.63 -4.78
H -3.76 3.12 -4.92
H -1.95 3.13 -6.59
H 4.10 -5.03 2.30
H 2.04 0.29 -3.54
H 1.41 -4.52 -1.04
H 0.37 4.78 3.98
H -1.89 0.19 3.71
H 2.13 -1.66 5.74
H -3.98 -3.66 -1.40
H -2.82 -2.46 -2.01
H -3.46 -4.98 0.49
H 1.91 -6.37 2.15
H -1.35 5.98 0.90
H 5.15 3.32 2.52
H 0.25 3.79 -5.60
H -0.34 -3.15 0.53
H -2.75 -1.54 2.70
H -1.47 1.44 -6.50
H -5.13 -3.29 0.64
H 2.31 -6.91 0.51
H 1.22 2.59 -0.24
H -1.91 -4.77 1.33
H 4.52 -3.91 1.00
H 0.78 -6.06 0.83
H -0.72 -2.16 -0.89
H -4.83 -1.81 1.58
H -2.41 -0.49 -0.76
H -3.25 -0.18 0.77
H 0.21 6.20 2.93
H 5.01 4.47 0.31
H -2.74 5.47 1.88
H 2.78 2.71 -6.14
H -1.11 5.76 4.04
H 3.00 4.06 -1.12
H 0.49 2.90 -7.10
H -1.49 -2.78 2.59
H -2.09 4.40 0.62
H -0.03 -1.82 7.01
H -2.90 1.97 -0.90
H 2.38 3.22 -4.49
H -2.07 -0.82 5.96
H 2.77 -3.41 -0.88
H 4.52 -5.66 0.69
H 1.05 0.88 -5.94
*
```

These are the Mulliken partial charges, in e, on atoms 1 to 6: 0.205 -0.050 0.974 -0.371 0.243 -0.839

=====

A structure of composition C38H46HfN6O, computed with the ωB97M-V functional and the def2-TZVPD basis.

Properties
LUMO energy: -0.4623 Eh
Gap between HOMO and LUMO: 0.2184 Ha
Calculated total energy: -52414.4430 eV
Max |F|: 0.0062 Eh/bohr

The geometry in ORCA input format:
```
! RIJCOSX wB97M-V def2-TZVPD def2/J DEFGRID3
* xyz 4 1
Hf 0.22 -0.15 -0.05
O 4.80 -0.71 -0.10
N -1.62 -1.22 0.44
N -1.42 1.25 -0.45
N 1.39 -1.59 1.16
N 1.06 -1.47 -1.54
N 1.64 1.46 0.44
N 6.42 0.90 -0.07
C -3.60 3.04 -0.52
C 2.16 -2.43 0.41
C 4.05 2.46 1.38
C 2.44 -3.37 -1.91
C -1.26 2.56 -0.78
C 1.65 2.49 1.33
C 1.31 -2.31 -3.76
C -5.21 -4.86 0.92
C -4.06 -2.65 0.52
C -6.25 -2.69 1.63
C -1.67 -2.54 0.79
C 2.83 3.01 1.80
C 0.78 -1.42 -2.86
C -5.37 -3.38 0.56
C 7.55 -0.30 -1.93
C -2.81 -0.61 0.15
C 7.59 2.70 1.21
C -4.79 4.72 -1.90
C 2.16 -3.31 -3.27
C -2.69 0.82 -0.19
C -2.29 3.45 -0.84
C 1.55 -1.57 2.50
C -4.44 5.07 0.58
C -6.05 -3.26 -0.82
C 4.05 1.40 0.48
C 6.83 2.31 -0.05
C -2.83 -3.25 0.85
C -3.99 -1.30 0.16
C 3.10 -3.25 1.01
C 3.26 -3.21 2.39
C -6.09 3.36 -0.24
C -3.76 1.69 -0.17
C 2.47 -2.36 3.15
C -4.74 4.03 -0.52
C 5.18 0.46 0.06
C 2.82 0.96 0.03
C 7.46 -0.08 -0.43
C 1.90 -2.43 -1.05
H -6.13 2.92 0.76
H -7.00 -3.79 -0.79
H 4.97 2.84 1.80
H -4.80 -5.00 1.92
H -4.59 -5.39 0.19
H 3.09 -4.15 -1.54
H 0.91 -0.89 3.06
H 2.56 -2.32 4.23
H 8.35 -1.00 -2.16
H 3.72 -3.90 0.42
H -5.63 5.41 -1.90
H -6.33 2.60 -0.98
H -2.79 -4.29 1.16
H -4.74 1.32 0.10
H -5.79 -2.75 2.62
H 7.76 0.63 -2.46
H 7.88 3.74 1.16
H 2.59 -4.04 -3.95
H 0.10 -0.64 -3.19
H -3.51 5.61 0.39
H 7.48 2.46 -0.92
H -4.95 4.00 -2.70
H -6.87 4.12 -0.28
H -4.40 4.61 1.56
H -0.25 2.88 -1.01
H 8.50 2.11 1.33
H -6.26 -2.22 -1.09
H -6.45 -1.65 1.40
H -7.21 -3.21 1.67
H 2.83 0.13 -0.67
H -6.19 -5.33 0.91
H 0.69 2.88 1.65
H 2.81 3.83 2.50
H 8.40 0.30 -0.03
H 4.00 -3.85 2.86
H 5.96 2.94 -0.22
H -4.90 -0.78 -0.12
H -0.73 -3.01 1.03
H -3.89 5.30 -2.11
H 7.23 -1.02 0.08
H 1.07 -2.24 -4.81
H 6.99 2.55 2.11
H -5.25 5.80 0.58
H 6.61 -0.71 -2.31
H -5.44 -3.71 -1.60
H -2.09 4.47 -1.13
*
```

These are the Mulliken partial charges, in e, on atoms 1 to 6: 0.886 -0.624 -0.386 -0.615 0.568 -0.199